ORCA calculation (ωB97M-V/def2-TZVPD) on a 2-piece molecular cluster, C9H21N2P overall.

Summary:
- LUMO energy (spin up / spin down) (Eh) = -0.007 / -0.007
- electronic energy (eV) = -21938.75249
- energy relative to the best compared isomer or geometry (same formula, charge and spin) (eV) = 0.000
- total charge = 0
- 2S+1 = 1

Each line ends with the Löwdin charge.
Atoms and positions in Å:
P (-3.79625, -0.82684, -0.67305)  0.56
N (-0.04142, 0.51858, 0.24495)  0.08
N (-2.89529, -1.57599, 0.45605)  -0.45
C (1.15538, -1.46515, 1.49613)  -0.08
C (0.33232, -2.61795, -0.45178)  -0.05
C (0.55556, 2.79064, 0.46827)  -0.04
C (-0.69160, 2.11014, -1.58471)  -0.07
C (1.26219, -1.47174, -0.00502)  -0.51
C (0.74301, -0.04823, -0.48376)  -0.13
C (-0.51919, 1.88512, -0.11368)  -0.62
C (2.78237, -1.60389, -0.53312)  -0.05
C (-1.90303, 1.90742, 0.58916)  -0.06
H (-2.14372, 2.88634, 0.86275)  0.06
H (0.07750, 3.79215, 0.75504)  0.10
H (3.33976, -0.65116, -0.26024)  0.09
H (0.31017, -2.60196, -1.53123)  0.08
H (-2.60949, 1.50907, -0.08449)  -0.03
H (1.34941, 3.00785, -0.16688)  0.05
H (0.22386, 2.18851, -2.15732)  0.06
H (0.49696, -0.77596, 1.92016)  0.04
H (0.88711, 2.40241, 1.47439)  0.10
H (0.68549, -3.56580, -0.11733)  0.08
H (1.15789, 0.17977, -1.40559)  0.11
H (-1.37968, 3.04944, -1.76498)  0.13
H (-2.40589, -2.49048, 0.33835)  0.02
H (2.88751, -1.66277, -1.63544)  0.07
H (-1.14528, 1.11730, -2.00351)  0.11
H (0.68822, -2.44757, 1.74180)  0.09
H (3.38623, -2.39046, -0.03753)  0.07
H (-1.73266, 1.27643, 1.42042)  0.06
H (-2.61337, -1.07338, 1.31435)  0.02
H (2.07118, -1.20334, 2.04590)  0.09
H (-0.51525, -2.14849, -0.11806)  0.01

=====

ORCA calculation (ωB97M-V/def2-TZVPD) on a 3-piece molecular cluster, C9H21N3O3 overall.

Summary:
- LUMO energy (Eh) = 0.019
- electronic energy (eV) = -20285.10067
- energy relative to the best compared isomer or geometry (same formula, charge and spin) (eV) = 2.436
- total charge = 0
- SMILES = CN(C)C=O.CN(C)C=O.CN(C)C=O
- 2S+1 = 1

Each line ends with the Löwdin charge.
Atoms and positions in Å:
O (-12.86070, 16.49085, -3.23934)  0.01
O (-17.70193, 18.44605, 6.21144)  0.01
O (-12.48856, 23.69706, 3.36683)  -0.02
N (-13.90079, 14.46187, -2.86051)  -0.18
N (-13.05463, 24.07173, 1.13435)  -0.19
N (-18.88618, 19.36020, 4.57740)  -0.18
C (-17.92684, 19.35951, 5.44131)  -0.41
C (-15.16448, 15.03693, -2.37857)  -0.05
C (-20.00989, 18.41049, 4.40821)  -0.02
C (-13.86176, 12.96196, -2.85045)  -0.03
C (-12.55391, 23.34985, 2.16730)  -0.31
C (-18.94676, 20.49308, 3.59723)  -0.05
C (-13.67211, 25.36122, 1.17875)  -0.06
C (-12.91933, 15.27187, -3.23027)  -0.38
C (-12.94675, 23.49012, -0.21157)  -0.06
H (-13.92653, 23.42791, -0.68514)  0.09
H (-19.67840, 17.47859, 4.86623)  0.08
H (-20.10092, 18.16447, 3.35024)  0.09
H (-12.80942, 12.67847, -2.86851)  0.08
H (-14.22174, 12.55613, -1.90504)  0.08
H (-15.00810, 16.10205, -2.20782)  0.08
H (-18.48816, 20.30281, 2.62687)  0.08
H (-13.43867, 25.89324, 2.10101)  0.09
H (-18.48961, 21.40510, 3.98106)  0.08
H (-12.22495, 22.35918, 1.81723)  0.13
H (-19.99012, 20.67470, 3.33930)  0.08
H (-15.44797, 14.61762, -1.41322)  0.08
H (-20.87482, 18.80349, 4.94257)  0.10
H (-12.59934, 22.46380, -0.09291)  0.07
H (-14.74794, 25.43381, 1.01929)  0.09
H (-14.48065, 12.61439, -3.67765)  0.09
H (-16.02493, 14.94389, -3.04119)  0.09
H (-12.11038, 23.85101, -0.81018)  0.09
H (-12.02254, 14.67898, -3.46786)  0.13
H (-17.23805, 20.18188, 5.19338)  0.14
H (-13.29607, 25.94087, 0.33572)  0.08

=====

ORCA calculation (ωB97M-V/def2-TZVPD) on an isolated ion of composition C9H21N3O3 and charge +2.

Summary:
- LUMO energy (Eh) = -0.220
- electronic energy (eV) = -20266.48813
- energy relative to the best compared isomer or geometry (same formula, charge and spin) (eV) = 0.178
- total charge = +2
- 2S+1 = 1

Each line ends with the Löwdin charge.
Atoms and positions in Å:
O (0.44027, 2.31808, 0.65059)  0.02
O (-0.69479, 1.43497, -2.13984)  -0.01
O (-0.65232, -1.22248, -1.33816)  -0.07
N (1.91481, 1.50001, 2.29131)  0.27
N (0.46457, -1.65089, 1.19004)  0.15
N (-1.59546, -3.07809, -0.41767)  0.02
C (-1.04610, -4.18300, -1.22047)  -0.01
C (0.37972, 0.89949, -1.41693)  -0.23
C (0.36270, 1.51721, 1.62493)  -0.35
C (-0.67873, 1.66119, 2.71671)  0.00
C (-1.85573, -1.86743, -1.20615)  -0.17
C (-0.46334, -0.08529, -0.42694)  -0.20
C (1.64558, 3.04821, -1.40681)  0.02
C (1.20559, 1.86624, -0.55052)  -0.23
C (0.10887, -0.50723, 0.85786)  -0.10
H (2.42539, 2.64314, -2.06417)  0.12
H (-0.19993, -3.83356, -1.80879)  0.11
H (-1.79573, 1.41226, 2.36372)  0.15
H (-0.66635, 2.65271, 3.16526)  0.09
H (-0.88241, -2.94666, 0.32626)  0.13
H (-2.55338, -3.36849, 0.05004)  0.25
H (-1.68441, -4.64291, -1.95927)  0.11
H (2.08439, 1.39332, -0.26848)  0.12
H (1.86263, 1.49200, 3.27338)  0.12
H (-0.43990, 1.91829, -3.02532)  0.19
H (-0.66791, -5.03514, -0.64908)  0.12
H (-1.35891, 0.47020, -0.32966)  0.14
H (1.03871, 0.25152, -2.04040)  0.18
H (2.26694, 2.32253, 1.81025)  0.16
H (0.85874, 3.33776, -2.07674)  0.08
H (1.06179, -1.73760, 2.07861)  0.13
H (-2.24359, -2.23827, -2.15409)  0.16
H (2.00346, 3.89816, -0.83400)  0.10
H (-2.57157, -1.14774, -0.75833)  0.17
H (2.35229, 0.57638, 2.13364)  0.16
H (-0.42589, 0.93112, 3.55923)  0.11

=====

ORCA calculation (ωB97M-V/def2-TZVPD) on a 2-piece molecular cluster, C9H21NO2P overall.

Summary:
- LUMO energy (Eh) = -0.177
- electronic energy (eV) = -24537.03059
- energy relative to the best compared isomer or geometry (same formula, charge and spin) (eV) = 2.647
- total charge = +1
- 2S+1 = 1

Each line ends with the Löwdin charge.
Atoms and positions in Å:
P (0.90172, -0.33108, -0.21073)  1.07
O (0.52082, 1.34770, -0.26648)  -0.19
O (0.91936, -0.35269, 1.43320)  -0.39
N (1.52879, 0.49586, -2.44034)  -0.07
C (2.85235, -0.10532, -1.99226)  -0.26
C (2.71919, 0.15877, -0.51726)  -0.26
C (-2.77661, -1.11315, -2.29500)  -0.10
C (0.19904, -1.25608, 2.30061)  -0.27
C (-2.11991, 0.08012, -1.63602)  -0.20
C (-1.44136, 1.80550, 1.16492)  0.01
C (-0.36366, 2.08300, 0.19026)  -0.10
C (-2.55720, -1.07602, -0.82811)  -0.21
C (1.05277, -1.05321, 3.58085)  -0.08
H (-1.70925, 2.70420, 1.81517)  0.13
H (1.06150, -2.04524, 4.17728)  0.12
H (-2.17946, -1.85442, -2.71838)  0.09
H (-0.82976, -1.07660, 2.67915)  0.12
H (-2.61989, 0.91769, -1.39956)  0.05
H (-3.80835, -0.99753, -2.52301)  0.10
H (-2.40385, 1.35425, 0.75905)  0.13
H (0.30222, -2.36894, 2.02858)  0.14
H (-1.05264, 0.23478, -1.94053)  0.07
H (-3.33595, -0.97144, -0.15001)  0.08
H (2.06897, -0.83275, 3.43968)  0.06
H (1.48454, 1.46468, -2.21326)  0.06
H (2.85449, -1.20587, -2.11792)  0.12
H (-1.09018, 1.07274, 1.84094)  0.05
H (3.66033, 0.50171, -2.60757)  0.16
H (3.34572, -0.34554, 0.17244)  0.08
H (1.56582, 0.39737, -3.45391)  0.10
H (-1.77488, -1.68168, -0.28730)  0.09
H (0.71668, -0.35878, 4.26335)  0.04
H (2.65094, 1.18286, -0.19885)  0.08
H (-0.34231, 3.22511, -0.04898)  0.19

=====

ORCA calculation (ωB97M-V/def2-TZVPD) on one molecule with the formula C9H21NO3Si.

Summary:
- LUMO energy (Eh) = 0.019
- electronic energy (eV) = -25183.56817
- energy relative to the best compared isomer or geometry (same formula, charge and spin) (eV) = 1.881
- total charge = 0
- SMILES = CC[C@@H](O[Si](C)(C)C(C)(C)C)[N+](=O)[O-]
- 2S+1 = 1

Each line ends with the Löwdin charge.
Atoms and positions in Å:
Si (0.53200, 0.66241, -0.36336)  0.55
O (0.18418, -0.67986, 0.54677)  -0.14
O (1.38173, -0.29845, 2.75406)  0.10
O (2.53344, -2.10521, 2.61477)  0.08
N (1.70547, -1.32104, 2.21330)  -0.36
C (0.25542, -2.99339, 1.14467)  -0.16
C (-1.46467, 2.05981, 1.08473)  -0.09
C (-1.15107, 1.57664, -0.33286)  -0.62
C (-1.09751, 2.78757, -1.26395)  -0.10
C (1.03223, 0.05953, -2.10632)  -0.13
C (-2.27913, 0.65124, -0.79516)  -0.09
C (1.02109, -1.68550, 0.91819)  -0.33
C (-0.26259, -3.54345, -0.17757)  -0.08
C (1.96730, 1.67576, 0.36981)  -0.13
H (0.56416, -3.78102, -0.84292)  0.08
H (-0.31142, 3.47482, -0.96138)  0.07
H (-0.90030, -2.80896, -0.66234)  0.07
H (1.83891, -1.84626, 0.20092)  0.17
H (-2.34502, -0.21782, -0.14625)  0.07
H (0.29728, -0.62768, -2.51578)  0.03
H (2.91689, 1.15946, 0.25026)  0.03
H (-3.23396, 1.17524, -0.76568)  0.08
H (1.13770, 0.88251, -2.80427)  0.03
H (-2.11028, 0.31165, -1.81464)  0.08
H (2.06595, 2.64347, -0.11063)  0.03
H (1.98576, -0.46192, -2.08207)  0.03
H (-1.47683, 1.22426, 1.77897)  0.08
H (-0.58272, -2.78434, 1.81205)  0.13
H (0.92347, -3.71132, 1.62312)  0.12
H (-2.04462, 3.32536, -1.24147)  0.08
H (-0.90636, 2.48090, -2.28938)  0.07
H (1.82077, 1.84319, 1.43290)  0.02
H (-0.71849, 2.77360, 1.42398)  0.08
H (-2.43936, 2.54646, 1.11186)  0.08
H (-0.83940, -4.44765, -0.00431)  0.08

=====

ORCA calculation (ωB97M-V/def2-TZVPD) on a 2-piece molecular cluster, C9H21NO5P2 overall.

Summary:
- LUMO energy (Eh) = 0.145
- electronic energy (eV) = -39968.87875
- energy relative to the best compared isomer or geometry (same formula, charge and spin) (eV) = 5.186
- total charge = -2
- 2S+1 = 1

Each line ends with the Löwdin charge.
Atoms and positions in Å:
P (-1.54749, 0.78099, 1.10556)  0.87
P (-0.42765, -5.23592, 3.90404)  -0.20
O (-0.67391, -6.12588, 2.67467)  -0.40
O (-1.73250, -4.51847, 4.28694)  -0.34
O (0.65290, -4.19296, 3.57441)  -0.35
O (-1.61059, 2.16803, 0.04022)  -0.41
O (0.04321, -6.10678, 5.08057)  -0.40
N (-2.47915, -0.52859, 0.26765)  -0.29
C (-0.26364, 2.71370, -0.19936)  -0.27
C (2.52408, 3.00779, -3.28429)  -0.12
C (-0.54959, -2.30026, 0.22620)  -0.13
C (2.84659, 2.02841, -0.85269)  -0.13
C (-0.06850, 1.07856, -2.42380)  -0.10
C (-2.98871, -2.53599, 1.82969)  -0.11
C (1.85820, 2.95533, -1.77779)  -0.38
C (0.27494, 2.53127, -1.74388)  -0.30
C (-1.99769, -1.73371, 0.75404)  -0.48
H (-0.14865, -1.71107, -0.72687)  0.05
H (-0.71367, -3.42367, -0.13943)  0.09
H (2.66289, 2.15411, 0.30448)  0.07
H (-0.22119, 0.26449, 1.32845)  -0.01
H (3.95214, 2.43716, -1.04081)  0.08
H (0.90687, 0.47352, -2.73982)  0.08
H (0.45318, 2.21084, 0.60994)  0.08
H (2.83208, 0.88420, -1.10111)  0.09
H (1.91729, 4.05679, -1.32217)  0.13
H (-0.30351, 3.35350, -2.38734)  0.14
H (-4.00088, -1.93334, 1.99440)  0.06
H (-2.15440, 1.05783, 2.39316)  -0.04
H (-0.68360, 1.20995, -3.43734)  0.08
H (-3.31803, -3.59221, 1.38891)  0.08
H (3.59549, 2.49174, -3.22434)  0.08
H (0.31831, -2.23171, 1.03785)  0.08
H (-0.77795, 0.42362, -1.72276)  0.06
H (2.68228, 4.16520, -3.52534)  0.08
H (-2.43807, -2.63282, 2.86529)  0.06
H (-0.24478, 3.88356, 0.03680)  0.13
H (1.82370, 2.47280, -4.05414)  0.07

=====

ORCA calculation (ωB97M-V/def2-TZVPD) on a 2-piece molecular cluster, C9H21NP overall.

Summary:
- LUMO energy (Eh) = -0.150
- electronic energy (eV) = -20443.91613
- energy relative to the best compared isomer or geometry (same formula, charge and spin) (eV) = 1.081
- total charge = +1
- 2S+1 = 1

Each line ends with the Löwdin charge.
Atoms and positions in Å:
P (1.93931, 0.55564, 2.69353)  0.75
N (0.97826, -2.33574, 0.95813)  0.25
C (-0.92961, 2.68731, -2.03112)  -0.06
C (-1.13382, 0.57501, 0.73836)  -0.10
C (0.77286, -0.33821, -0.50027)  -0.29
C (0.31967, -1.34329, 0.54991)  -0.26
C (-0.32326, 0.73812, -0.61095)  -0.29
C (-1.05840, -0.94995, 1.00318)  -0.29
C (-2.02667, -1.77479, 0.16819)  -0.02
C (0.06419, 2.21504, -0.91078)  -0.17
C (1.03588, -0.89536, -1.88035)  -0.04
H (2.03233, 1.26023, 3.89035)  -0.15
H (-3.02126, -1.40811, 0.34878)  0.09
H (-0.67577, 3.69271, -2.20804)  0.06
H (1.83902, -1.60592, -1.69699)  0.08
H (-1.95299, 2.65038, -1.62195)  0.09
H (1.69826, -0.83277, 2.98748)  -0.14
H (0.18274, -1.42071, -2.28448)  0.10
H (1.16525, 2.35769, -1.02579)  0.12
H (3.18199, 0.12399, 2.66559)  -0.21
H (-1.17488, -1.27719, 2.17682)  0.20
H (-0.69743, 1.15477, 1.48537)  0.06
H (0.60907, -2.92412, 1.77982)  0.20
H (1.79315, -2.65115, 0.38909)  0.18
H (1.51394, -0.26477, -2.56679)  0.08
H (1.84060, 0.18209, -0.27714)  0.18
H (-1.81295, -1.43832, -0.78961)  0.05
H (-0.96451, 0.37311, -1.39675)  0.11
H (-2.13679, 0.97463, 0.58593)  0.13
H (-2.12639, -2.89756, 0.29176)  0.13
H (-0.79736, 2.04435, -2.88421)  0.07
H (-0.13444, 2.77290, -0.02709)  0.09

=====

ORCA calculation (ωB97M-V/def2-TZVPD) on C9H21O5 as an isolated structure.

Summary:
- LUMO energy (spin up / spin down) (Eh) = 0.032 / 0.029
- electronic energy (eV) = -19904.93950
- expectation value of S² = 0.758
- energy relative to the best compared isomer or geometry (same formula, charge and spin) (eV) = 0.138
- total charge = 0
- 2S+1 = 2

Each line ends with the Löwdin charge.
Atoms and positions in Å:
O (-2.72520, -0.31872, 0.86899)  -0.12
O (-2.35416, -0.75175, -1.26673)  0.03
O (1.36686, -1.82023, 3.01684)  -0.20
O (-0.70523, 0.76638, -3.34123)  -0.22
O (0.78420, -0.21822, -1.17002)  -0.17
C (-1.95375, 0.01915, -0.21393)  -0.32
C (1.92377, -0.59077, 2.61612)  -0.31
C (0.37878, -0.23229, 0.18189)  -0.11
C (2.06177, -0.54945, 1.12182)  -0.08
C (1.29138, -1.96093, 4.41166)  -0.13
C (-1.15027, 0.59560, -4.66661)  -0.10
C (0.68196, 0.98939, -3.22044)  -0.20
C (-2.75430, 0.63137, 1.91073)  -0.10
C (1.05036, 1.03254, -1.75774)  -0.20
H (0.94784, 1.94942, -3.69594)  0.13
H (1.28468, 0.24423, 2.96656)  0.12
H (-0.65975, -0.27243, -5.13781)  0.10
H (0.05180, -1.26462, 0.37401)  0.13
H (-1.97093, 1.09977, -0.45611)  0.13
H (-3.50064, 0.29506, 2.63832)  0.09
H (-2.23219, 0.42444, -4.63032)  0.09
H (2.91451, -0.45166, 3.09456)  0.12
H (2.29842, -1.97408, 4.86451)  0.09
H (0.28929, 0.79774, 0.57519)  0.11
H (-3.03576, 1.62660, 1.52870)  0.09
H (2.70254, 0.28198, 0.80574)  0.08
H (1.24247, 0.18363, -3.72583)  0.14
H (-2.05309, -0.31518, -2.09038)  0.08
H (-0.93642, 1.49511, -5.26748)  0.09
H (-1.77130, 0.71277, 2.39904)  0.08
H (0.71557, -1.13651, 4.86790)  0.09
H (2.12151, 1.27622, -1.66365)  0.13
H (2.42679, -1.49279, 0.69762)  0.09
H (0.48164, 1.83891, -1.26342)  0.13
H (0.78686, -2.91067, 4.62747)  0.09